1.
{
  "formula": "C23H29N3O2",
  "method": "wB97M-V/def2-TZVPD",
  "elements": ["O", "C", "C", "C", "N", "C", "C", "H", "C", "O", "N", "C", "H", "C", "N", "C", "C", "H", "H", "H", "H", "C", "C", "C", "C", "C", "C", "C", "H", "H", "H", "H", "H", "H", "H", "H", "H", "H", "H", "H", "C", "C", "C", "C", "C", "C", "H", "H", "H", "H", "H", "H", "H", "H", "H", "H", "H"],
  "coordinates": [[2.15399, -0.98366, -0.64473], [1.39268, -1.92023, -0.76411], [-0.03460, -1.77676, -0.46213], [-1.00222, -2.74835, -0.25305], [-2.15439, -2.13161, 0.04341], [-1.99272, -0.77050, 0.02307], [-0.67154, -0.52512, -0.27408], [-0.15682, 0.41164, -0.33355], [-3.15716, 0.00997, 0.47804], [-4.01462, -0.56218, 1.14747], [-3.25849, 1.32002, 0.17376], [-2.39592, 2.08766, -0.68756], [-1.80264, 1.42615, -1.31477], [-1.50785, 3.02012, 0.16956], [-2.10742, 3.31939, 1.45942], [-3.54193, 3.44745, 1.33404], [-4.22868, 2.13615, 0.87768], [-4.59015, 1.55235, 1.72633], [-5.08114, 2.35679, 0.22442], [-3.72862, 4.24096, 0.60450], [-3.95512, 3.76631, 2.29272], [-1.69162, 2.44638, 2.55451], [-0.19388, 2.44754, 2.69521], [0.53569, 1.27393, 2.56137], [1.91679, 1.28932, 2.65528], [2.58081, 2.48051, 2.88934], [1.85970, 3.65534, 3.02975], [0.48072, 3.63951, 2.93110], [-0.08710, 4.55295, 3.02558], [2.37542, 4.58680, 3.21347], [3.65841, 2.49465, 2.95944], [2.47195, 0.37173, 2.53199], [0.02148, 0.34116, 2.37491], [-2.04334, 1.41042, 2.44476], [-2.14162, 2.85903, 3.46442], [-1.35981, 3.96653, -0.36307], [-0.52719, 2.57710, 0.34247], [-3.04352, 2.68672, -1.33931], [-3.03320, -2.55233, 0.30923], [-0.93009, -3.81792, -0.27768], [1.83574, -3.30706, -1.21181], [1.21422, -3.65965, -2.57179], [1.81407, -2.80813, -3.68603], [3.32261, -3.01789, -3.75580], [3.96218, -2.63214, -2.42710], [3.36057, -3.43690, -1.27765], [3.78912, -3.09459, -0.33372], [3.61385, -4.49321, -1.40270], [3.79978, -1.57080, -2.24026], [5.03947, -2.80786, -2.46524], [3.74682, -2.41570, -4.56170], [3.53237, -4.06827, -3.97562], [1.60338, -1.75412, -3.49159], [1.35134, -3.07469, -4.63922], [0.13221, -3.51841, -2.53845], [1.41183, -4.71407, -2.78174], [1.45618, -4.01244, -0.46275]],
  "atomic_forces_ev_per_a": [[-0.02, 0.10, 0.01], [0.01, -0.52, 0.06], [-0.40, 0.26, 0.16], [0.40, 0.02, -0.07], [-0.32, -0.04, 0.04], [0.31, 0.06, -0.02], [-0.21, -0.13, -0.04], [0.04, 0.24, 0.00], [-0.26, 0.07, 0.02], [-0.01, -0.17, 0.02], [-0.07, -0.01, 0.02], [0.31, 0.15, -0.06], [-0.08, 0.09, -0.05], [0.00, 0.11, -0.24], [0.04, -0.01, 0.14], [-0.03, 0.06, -0.08], [-0.19, -0.02, 0.27], [0.01, 0.10, -0.14], [-0.01, -0.03, 0.08], [-0.08, 0.02, 0.06], [-0.06, 0.03, -0.06], [-0.03, 0.04, 0.03], [-0.01, -0.12, 0.12], [-0.12, 0.05, 0.05], [0.13, -0.04, 0.00], [0.10, -0.07, -0.01], [0.00, 0.11, 0.01], [-0.02, -0.04, 0.01], [-0.06, 0.12, 0.00], [0.04, 0.07, 0.02], [0.09, 0.00, 0.00], [0.06, -0.08, -0.02], [-0.07, -0.07, -0.03], [0.01, 0.03, 0.09], [-0.03, -0.11, -0.02], [0.08, -0.10, -0.07], [-0.02, 0.04, -0.10], [0.08, -0.08, -0.02], [0.10, 0.03, 0.03], [-0.02, -0.18, -0.03], [0.33, -0.08, -0.02], [-0.14, 0.18, -0.04], [0.05, -0.30, -0.09], [-0.02, 0.29, 0.05], [0.10, -0.18, -0.09], [-0.06, 0.27, 0.12], [0.03, -0.09, 0.02], [0.00, -0.04, 0.04], [0.08, -0.01, -0.01], [0.02, 0.05, 0.02], [0.03, -0.06, -0.05], [0.02, -0.06, -0.07], [-0.04, 0.10, -0.07], [-0.05, 0.08, 0.01], [0.02, -0.11, -0.03], [-0.03, -0.05, 0.02], [-0.04, 0.05, 0.00]],
  "gap_ev": 9.0,
  "charge": 0,
  "smiles": "O=C(c1c[nH]c(C(=O)N2CCN(Cc3ccccc3)CC2)c1)C1CCCCC1"
}

2.
{
  "formula": "C23H29N3O3",
  "method": "wB97M-V/def2-TZVPD",
  "elements": ["C", "C", "H", "H", "O", "C", "O", "N", "C", "H", "C", "C", "C", "C", "O", "C", "C", "C", "C", "C", "C", "H", "H", "C", "C", "C", "H", "H", "C", "H", "H", "H", "H", "H", "H", "H", "H", "H", "H", "H", "H", "C", "C", "N", "C", "N", "C", "H", "H", "C", "H", "H", "H", "H", "H", "H", "H", "H"],
  "coordinates": [[6.48595, 1.87482, 1.84310], [6.08279, 1.48635, 0.43330], [6.18885, 2.32875, -0.25911], [6.69384, 0.65895, 0.05609], [4.71400, 1.07766, 0.45839], [4.22044, 0.65295, -0.72126], [4.86649, 0.59229, -1.74023], [2.90154, 0.33492, -0.64305], [2.25875, -0.28921, -1.77566], [2.91750, -0.17729, -2.63773], [1.99057, -1.77209, -1.48790], [1.18815, -1.88128, -0.20964], [-0.31817, -1.81957, -0.33159], [-1.13742, -1.11704, 0.69137], [-0.94647, -1.29622, 1.87408], [-2.22486, -0.15776, 0.22129], [-2.26452, 0.13715, -1.27835], [-3.40742, 1.11232, -1.57804], [-4.73544, 0.48046, -1.16369], [-4.70697, 0.18526, 0.33495], [-3.56716, -0.78259, 0.64506], [-3.53794, -1.00395, 1.71355], [-3.71859, -1.72374, 0.10932], [-4.50033, 1.48597, 1.10892], [-3.17638, 2.11968, 0.68621], [-3.20099, 2.41689, -0.81178], [-4.01051, 3.11236, -1.04173], [-2.26183, 2.88534, -1.11586], [-2.02945, 1.16045, 0.98976], [-1.98335, 0.94664, 2.05877], [-1.07936, 1.61671, 0.69627], [-3.02049, 3.04983, 1.24314], [-5.32350, 2.17402, 0.90587], [-4.48875, 1.28266, 2.18157], [-5.65389, -0.27487, 0.63661], [-5.55707, 1.16185, -1.39290], [-4.90132, -0.44289, -1.72355], [-3.42128, 1.31874, -2.65412], [-1.31669, 0.57334, -1.60582], [-2.44232, -0.77807, -1.84853], [-0.69957, -1.80588, -1.34370], [0.37588, -3.13861, 0.05383], [0.34952, -4.16877, -0.93315], [0.32012, -4.98134, -1.73771], [0.27876, -3.65650, 1.38250], [0.24562, -4.15326, 2.41156], [1.88161, -1.21249, 0.95526], [1.27179, -1.25979, 1.85815], [2.82653, -1.72487, 1.15218], [2.16016, 0.25109, 0.59296], [2.72667, 0.73880, 1.38369], [1.20697, 0.77817, 0.46180], [1.46616, -2.22556, -2.33072], [2.94533, -2.28932, -1.36475], [1.31279, 0.22838, -1.97255], [5.86359, 2.69129, 2.19940], [6.36678, 1.02853, 2.51436], [7.52491, 2.19035, 1.84980]],
  "atomic_forces_ev_per_a": [[-0.31, -0.15, -0.34], [0.52, 0.10, -0.09], [0.00, -0.16, 0.07], [-0.10, 0.16, 0.02], [-0.23, -0.08, 0.13], [-0.06, 0.16, -0.01], [0.34, -0.03, -0.21], [-0.10, 0.08, 0.09], [0.17, -0.21, -0.25], [-0.17, 0.00, 0.07], [-0.11, 0.16, -0.10], [0.13, -0.08, -0.01], [0.21, -0.13, -0.03], [-0.17, 0.17, 0.04], [-0.06, 0.07, -0.14], [0.06, -0.06, 0.32], [-0.07, 0.03, 0.00], [-0.01, 0.07, -0.28], [0.04, 0.00, 0.04], [-0.25, -0.12, 0.03], [-0.10, 0.06, 0.04], [0.04, -0.04, 0.00], [-0.02, -0.08, 0.00], [0.05, -0.04, -0.02], [0.06, 0.24, 0.08], [0.00, -0.04, 0.03], [-0.02, 0.06, -0.04], [0.03, 0.06, -0.02], [-0.09, 0.05, 0.07], [0.04, -0.01, -0.01], [0.07, 0.02, 0.01], [0.00, -0.06, -0.03], [-0.05, 0.04, 0.03], [-0.04, 0.02, 0.07], [0.06, 0.02, -0.01], [-0.06, 0.01, -0.04], [-0.04, -0.03, -0.05], [0.01, -0.03, 0.08], [0.09, -0.03, -0.06], [0.07, -0.06, -0.04], [0.07, -0.07, 0.03], [0.02, 0.66, -0.13], [0.02, -0.13, -0.32], [0.01, -0.33, -0.37], [0.00, -0.02, 0.31], [0.01, -0.23, 0.44], [-0.17, 0.19, 0.18], [0.11, -0.03, -0.05], [-0.01, -0.03, -0.03], [0.02, -0.17, 0.34], [-0.17, -0.02, -0.06], [0.03, 0.03, 0.06], [0.00, -0.03, 0.01], [-0.02, -0.03, -0.01], [0.01, -0.01, -0.04], [-0.01, 0.10, 0.08], [0.04, -0.06, 0.10], [0.11, 0.04, 0.02]],
  "gap_ev": 9.9,
  "charge": 0,
  "smiles": "CCOC(=O)N1CCC2(CC1)[C@H](C(=O)[C@]13C[C@H]4C[C@H](C[C@H](C4)C1)C3)C2(C#N)C#N"
}

no.,E_LUMO (eV)
1,0.7
2,0.4